{"formula": "C30H31N11O3PPbS3", "method": "ωB97M-V/def2-TZVPD", "symbols": ["H", "N", "H", "H", "C", "C", "C", "C", "N", "H", "N", "H", "H", "C", "C", "C", "H", "H", "N", "C", "C", "H", "H", "C", "C", "O", "C", "C", "N", "O", "C", "N", "H", "C", "H", "N", "Pb", "C", "H", "N", "N", "C", "H", "H", "H", "S", "H", "C", "H", "H", "C", "N", "P", "H", "S", "H", "H", "H", "C", "C", "C", "H", "N", "C", "C", "C", "S", "H", "H", "C", "C", "H", "C", "H", "H", "C", "H", "O", "C", "H"], "xyz": [[-13.397, 2.448, 9.589], [-17.094, 1.457, 9.627], [-13.877, 7.320, 5.057], [-16.153, 6.419, 13.220], [-20.870, 6.071, 11.600], [-17.248, 4.982, 14.514], [-18.160, 2.003, 5.040], [-17.333, 8.662, 6.469], [-13.594, 2.937, 10.387], [-22.033, 1.144, 9.382], [-17.250, 2.532, 8.757], [-16.263, 2.133, 13.384], [-19.136, 1.601, 5.148], [-16.716, -1.617, 12.705], [-21.442, 8.094, 10.923], [-16.816, 7.459, 7.049], [-19.532, 2.670, 14.669], [-16.017, -1.840, 14.696], [-21.578, 2.529, 10.957], [-16.995, 1.734, 10.899], [-14.917, 7.495, 5.372], [-18.185, 9.130, 6.874], [-23.110, 8.085, 12.879], [-16.919, -0.705, 11.684], [-19.028, 3.384, 15.268], [-17.686, 6.733, 7.586], [-14.592, 6.091, 7.299], [-15.367, 6.979, 6.663], [-19.642, 3.278, 10.222], [-17.326, -1.162, 10.451], [-22.815, 2.354, 11.618], [-18.435, 4.384, 14.318], [-16.077, 1.121, 4.918], [-17.055, 0.928, 5.254], [-15.206, 8.894, 3.783], [-21.651, 7.143, 11.898], [-17.635, 4.775, 10.030], [-16.193, -1.154, 13.913], [-19.603, 2.030, 8.409], [-14.053, 4.519, 8.794], [-18.109, 5.737, 12.589], [-17.008, 5.823, 13.431], [-18.208, 2.856, 15.782], [-21.801, 7.815, 13.917], [-22.757, 6.469, 13.551], [-17.032, 0.608, 7.080], [-13.297, 2.515, 11.259], [-20.622, 7.502, 10.003], [-19.682, 3.989, 15.934], [-23.648, 2.303, 10.937], [-20.539, 3.409, 11.215], [-20.272, 6.226, 10.405], [-20.696, 4.537, 12.591], [-16.701, 4.864, 15.500], [-17.809, 3.357, 6.297], [-17.321, 9.813, 4.736], [-22.721, 1.525, 12.294], [-16.790, -2.733, 12.519], [-21.407, 1.981, 9.709], [-17.278, 2.207, 7.527], [-16.057, 0.192, 14.195], [-15.789, 0.478, 15.147], [-14.835, 5.429, 8.502], [-18.946, 4.851, 13.149], [-16.816, 8.981, 5.274], [-15.608, 8.438, 4.685], [-13.982, 5.355, 11.436], [-20.046, 7.939, 9.155], [-18.127, 2.432, 4.037], [-22.391, 7.365, 13.148], [-16.371, 1.073, 13.176], [-13.588, 5.769, 6.848], [-16.809, 0.662, 11.935], [-22.984, 3.172, 12.404], [-17.410, -0.047, 4.843], [-13.924, 4.198, 10.246], [-21.898, 9.042, 10.966], [-16.871, 2.912, 11.350], [-20.127, 2.328, 9.324], [-17.146, -0.403, 9.875]], "total_charge": 1, "fmax_ha_per_bohr": 0.070, "orbital_gap_ev": 5.9, "relative_energy_kcal_mol": 38.12, "e_lumo_ev": -4.07}

---

{"formula": "C2H8N5", "method": "ωB97M-V/def2-TZVPD", "symbols": ["H", "H", "H", "N", "H", "C", "H", "N", "N", "N", "C", "N", "H", "H", "H"], "xyz": [[0.651, -0.876, -2.832], [-0.328, 2.206, -0.323], [-1.531, -2.756, 0.920], [-0.524, -1.719, -0.460], [0.964, 3.397, 0.801], [0.335, 1.650, 0.288], [-1.521, -1.188, 1.252], [0.299, 0.349, 0.320], [-1.070, -1.896, 0.832], [0.630, -0.348, -1.954], [0.018, -0.556, -0.738], [1.151, 2.417, 0.992], [0.918, 0.560, -2.091], [1.835, 2.193, 1.813], [-0.746, -2.415, -1.184]], "total_charge": 1, "fmax_ha_per_bohr": 0.087, "orbital_gap_ev": 9.8, "relative_energy_kcal_mol": 31.03, "smiles": "NN/C(N)=N/C=[NH2+]", "e_lumo_ev": -3.16}

---

{"formula": "CH4N2O2", "method": "ωB97M-V/def2-TZVPD", "symbols": ["H", "H", "C", "O", "N", "O", "H", "N", "H"], "xyz": [[-1.815, -1.800, 0.147], [1.885, 0.330, 0.870], [1.261, 0.305, 0.012], [-1.183, 1.731, -0.066], [-2.054, -0.797, 0.088], [0.235, -0.686, 0.066], [0.731, 1.275, -0.388], [-1.020, -0.184, 0.040], [1.960, -0.175, -0.769]], "fmax_ha_per_bohr": 0.103, "orbital_gap_ev": [9.8, 9.6], "relative_energy_kcal_mol": 176.07, "e_lumo_ev": [-0.47, -0.43]}

---

{"formula": "C5H10O2", "method": "ωB97M-V/def2-TZVPD", "symbols": ["H", "H", "H", "H", "C", "O", "C", "H", "H", "O", "C", "H", "H", "C", "C", "H", "H"], "xyz": [[-1.503, -2.478, -0.398], [0.272, -2.648, -0.323], [-0.638, 2.574, 0.635], [-1.694, 0.301, -0.359], [0.707, -0.163, -1.151], [-1.732, 0.832, 0.451], [0.713, 1.002, -0.173], [0.421, -0.097, 1.760], [0.809, 0.243, -2.162], [-0.486, -0.930, -1.192], [-0.567, -1.948, -0.217], [1.565, -0.831, -0.973], [-0.590, -1.546, 0.801], [0.612, 0.880, 1.329], [-0.513, 1.497, 0.549], [1.248, 1.517, 1.936], [1.375, 1.795, -0.514]], "fmax_ha_per_bohr": 0.007, "orbital_gap_ev": 10.5, "relative_energy_kcal_mol": 62.78, "smiles": "COC[C@@H]1C[C@@H]1O", "e_lumo_ev": 1.00}

---

{"formula": "C5H15NS2", "method": "ωB97M-V/def2-TZVPD", "symbols": ["S", "C", "C", "H", "H", "H", "H", "H", "H", "H", "H", "H", "S", "H", "H", "N", "H", "C", "H", "C", "H", "C", "H"], "xyz": [[0.027, -2.530, 1.443], [3.519, 0.115, 1.599], [2.166, -0.498, 1.902], [-0.587, 0.462, 0.594], [3.604, 1.058, 2.141], [-1.437, 0.380, -2.942], [0.010, 1.664, -0.565], [-2.387, -1.113, -0.923], [1.385, 0.118, 1.467], [-1.277, 2.101, -2.585], [1.991, -0.644, 2.963], [4.357, -0.525, 1.870], [2.037, -2.136, 1.094], [3.590, 0.345, 0.538], [-2.896, -0.174, 0.472], [-1.899, 0.967, -0.954], [-0.303, -2.661, 0.150], [-0.558, 0.740, -0.459], [-0.041, -0.089, -0.967], [-1.883, 1.217, -2.383], [-2.897, 1.354, -2.745], [-2.779, -0.126, -0.609], [-3.741, -0.022, -1.103]], "fmax_ha_per_bohr": 0.012, "orbital_gap_ev": 9.1, "relative_energy_kcal_mol": 13.75, "smiles": "CN(C)C.CCSS", "e_lumo_ev": 0.56}

---

Question: Number 1 is which compound?
Answer: C30H31N11O3PPbS3